Entry 1:
ORCA calculation (ωB97M-V/def2-TZVPD) on a 4-piece molecular cluster, C9H24BrN3O3 overall.

## Properties
HOMO ... -15.02 eV
E_LUMO ... -5.129 eV
Charge ... +2
Multiplicity ... 1
Frontier orbital gap ... 0.36356 Eh
Strongest force on any atom ... 0.98 eV/A
ΔE to the lowest compared entry with this formula, charge and spin ... 0.56 kcal/mol

```
40
Properties=species:S:1:pos:R:3:forces:R:3:lowdin_charge:R:1
Br 0.181961 0.711507 0.141197 0.0248 -0.1440 0.0334 -0.028
C 4.358380 -1.967175 3.453816 -0.2018 0.0056 -0.2787 0.042
C 3.751368 -0.993951 2.493201 0.6444 0.0483 0.0189 -0.393
O 4.168682 0.059032 2.156309 -0.2891 -0.1657 0.1001 0.196
N 2.492966 -1.468218 1.746326 -0.1077 0.5134 0.5443 0.057
H 1.991783 -2.184707 2.272733 0.0629 -0.0822 -0.1252 0.173
H 1.888312 -0.628351 1.711742 -0.1228 -0.1437 -0.3948 0.055
C 2.817976 -1.910099 0.353280 -0.2480 -0.0716 0.2843 0.001
H 4.806021 -1.422201 4.279648 0.0211 0.0336 0.0172 0.112
H 5.161250 -2.470646 2.906041 0.0095 -0.0412 0.0933 0.118
H 3.657767 -2.717105 3.813923 0.0001 0.0177 0.0490 0.093
H 1.870522 -2.118736 -0.132670 0.0781 0.0084 -0.1979 0.086
H 3.430964 -2.803274 0.420487 0.0621 -0.0195 -0.1072 0.111
H 3.344449 -1.087469 -0.115531 0.0134 -0.0213 -0.1427 0.104
C -3.715283 0.261350 3.335206 0.0322 -0.1385 -0.0396 0.038
C -3.348378 0.408738 1.899530 -0.3646 -0.2760 0.0092 -0.429
O -3.604380 -0.311272 0.999067 0.0840 -0.0037 -0.1637 0.185
N -2.611741 1.677673 1.549130 0.6682 0.6462 0.3040 0.025
H -2.073042 2.028384 2.348220 -0.1569 -0.1420 0.0248 0.169
H -1.866472 1.468710 0.843921 -0.1643 -0.3178 -0.0603 -0.045
C -3.510507 2.783677 1.085097 0.3425 0.1461 -0.3459 0.027
H -2.824553 0.069173 3.938201 0.0203 0.1960 0.0133 0.108
H -4.372590 -0.597046 3.432690 -0.0715 0.0160 -0.0255 0.109
H -4.222470 1.158372 3.693916 0.0914 0.0098 0.0966 0.105
H -2.875575 3.556480 0.655363 -0.0109 0.0317 0.1207 0.108
H -4.045496 3.188262 1.936376 -0.2253 -0.0656 -0.0509 0.107
H -4.156262 2.409243 0.298070 -0.1885 -0.1109 0.1617 0.110
C -1.327265 -0.557260 -5.032700 -0.0705 -0.2094 0.0682 0.039
C -0.286697 -0.669528 -3.972464 -0.6130 -0.1163 0.0347 -0.410
O 0.324682 -1.627017 -3.649819 0.2692 -0.0311 0.0088 0.187
N -0.004592 0.573319 -3.139843 0.6442 -0.1896 -0.0252 0.037
H -0.767350 1.248589 -3.097463 -0.0218 -0.0643 -0.1254 0.166
H 0.148780 0.214516 -2.176021 -0.1725 0.3317 0.1917 -0.023
C 1.285093 1.233734 -3.577922 -0.4548 0.1168 0.2784 0.025
H -2.229372 -0.057655 -4.677811 0.1176 0.1861 0.0389 0.102
H -1.601471 -1.572189 -5.311143 0.0963 0.0284 -0.1547 0.110
H -0.936365 -0.032043 -5.905578 -0.0187 0.0683 0.0089 0.112
H 2.041404 0.458446 -3.614223 0.0565 0.0024 -0.1639 0.106
H 1.545491 1.972518 -2.825340 0.0008 0.0188 0.0029 0.096
H 1.112006 1.714222 -4.534959 0.1633 -0.0709 -0.1016 0.109
```
Forces are in eV/Å.

Entry 2:
ORCA calculation (ωB97M-V/def2-TZVPD) on C9H24Cl6N6O12 as an isolated structure at a distorted geometry.

## Properties
HOMO ... -9.91 eV
E_LUMO ... -1.002 eV
Multiplicity ... 1
Frontier orbital gap ... 0.32730 Eh
Strongest force on any atom ... 5.69 eV/A
ΔE to the lowest compared entry with this formula, charge and spin ... 321.59 kcal/mol

```
57
Properties=species:S:1:pos:R:3:forces:R:3:lowdin_charge:R:1
C 11.822290 20.044280 17.812320 0.4784 -0.6234 -1.3418 0.013
N 12.761430 18.881550 17.404890 0.4706 -0.2911 0.5600 -0.401
O 13.264630 18.161910 18.298460 -0.6042 1.8504 -2.4741 -0.009
O 12.938010 18.758670 16.185450 -0.0034 -0.1350 1.8555 0.036
H 11.150840 20.261270 16.981550 1.0199 -0.1554 -0.2963 0.081
H 12.496390 20.860340 18.072590 -0.2173 0.0606 -0.2640 0.121
H 11.228480 19.789750 18.690220 0.9569 0.1874 -2.2440 0.014
C 10.495460 16.685540 15.897870 -0.1446 0.0698 -1.6548 -0.101
N 9.697930 15.846640 14.981740 1.4199 -1.7601 -2.2029 -0.418
O 9.850500 16.009900 13.750010 -0.8624 0.0740 1.8579 0.035
O 9.067000 14.929560 15.485320 0.3236 0.7561 -0.5766 0.060
H 9.717920 17.335920 16.298540 1.0491 -1.0929 -0.4039 -0.002
H 11.190340 17.325710 15.354340 0.0751 -0.5003 -0.2212 0.097
H 10.987220 16.027360 16.614160 -0.4407 0.0238 -0.9117 0.069
C 6.210620 17.870800 15.117330 0.7034 -0.5238 0.4808 0.098
N 7.273880 18.027440 16.177690 -1.7184 -3.9188 -3.5377 -0.388
O 7.939450 17.012330 16.415480 -1.8020 1.5193 -1.1087 -0.084
O 7.366120 19.110080 16.638280 0.7132 1.3365 -1.4884 -0.111
H 6.855370 17.667270 14.262350 -0.6114 0.3027 -0.4861 0.115
H 5.612220 18.780720 15.162680 0.2408 -0.2256 -0.7067 0.091
H 5.625750 16.984750 15.364150 0.1541 0.1324 -0.0983 0.110
C 11.115850 19.381570 22.099880 0.0505 1.1229 0.7558 -0.035
N 11.144660 19.565900 20.629860 1.0564 0.3005 -0.8080 -0.382
O 10.071640 19.545070 19.997050 4.2421 -0.6975 3.7284 -0.296
O 12.220420 19.855610 20.096120 -1.1332 -0.5466 3.9118 0.033
H 11.897600 18.721130 22.475110 0.0441 0.3543 -0.4513 0.071
H 10.150820 19.054970 22.487360 0.0451 0.0928 -0.5489 0.102
H 11.318800 20.407280 22.407830 -0.0146 0.0307 0.3977 0.110
C 9.018060 21.524510 15.820130 1.4747 0.7415 -0.4175 0.084
N 8.558220 21.136900 17.149870 -1.2486 0.3035 -3.2634 -0.380
O 9.279440 20.552530 17.894160 -0.0153 5.5256 -0.4036 -0.172
O 7.369340 21.252680 17.255390 -1.2694 1.8821 1.3547 0.038
H 8.194560 22.009560 15.296040 0.3820 0.1036 0.2529 0.119
H 9.397850 20.687530 15.234190 -0.2186 -0.3581 0.3494 0.113
H 9.890340 22.136240 16.050370 -0.0825 0.4609 -0.5933 0.114
C 5.904970 19.303930 18.567610 -2.5567 1.5662 0.9226 -0.142
N 5.009110 19.286190 17.400480 -1.4395 1.2134 0.0090 -0.410
O 4.510940 18.201940 17.167420 -0.1973 0.0491 -0.4980 0.063
O 4.689540 20.354580 16.838930 0.8799 -2.0663 0.8199 0.072
H 6.071660 18.310960 18.985150 -1.9781 0.8570 -0.2434 0.029
H 5.293190 19.907350 19.238220 0.3208 0.1955 0.3722 0.112
H 6.865520 19.762590 18.332950 -2.1725 -0.4089 -0.0983 -0.012
C 9.672740 16.113220 20.338830 0.1067 -0.7038 1.0199 -1.005
Cl 11.126090 16.928720 21.040760 -0.3540 -2.2593 0.1959 0.636
Cl 8.672100 15.491550 21.703650 0.1411 0.3730 -0.7814 0.502
H 9.181590 16.816660 19.666510 -0.3402 -0.5221 1.7059 -0.134
H 9.944120 15.282850 19.686960 0.3151 -0.1425 0.5811 0.032
C 7.965620 20.564400 20.082480 -1.1247 0.9115 1.4121 -0.930
Cl 6.801690 20.672050 21.480720 0.2469 -0.1561 -0.7661 0.533
Cl 9.123850 21.927310 20.264620 -0.5802 0.3410 0.2484 0.650
H 8.461550 19.597510 20.167810 -1.1393 1.1159 0.4388 -0.009
H 7.468670 20.646100 19.115810 0.3119 1.1234 1.6760 -0.024
C 9.349100 18.500350 17.985330 1.2423 -3.4633 0.2612 -0.737
Cl 7.836300 17.881980 18.615910 3.7341 -2.1650 2.8827 0.974
Cl 10.648330 17.348410 18.290490 0.6643 0.9529 0.6443 0.843
H 9.357740 18.639470 16.904280 -0.2834 0.1272 0.7314 0.063
H 9.620790 19.391680 18.550850 -0.3103 -3.3415 -0.5363 -0.048
```
Forces are in eV/Å.